{
  "formula": "C5H9NO",
  "method": "the ωB97M-V functional and the def2-TZVPD basis",
  "species": ["C", "C", "C", "C", "O", "C", "N", "H", "H", "H", "H", "H", "H", "H", "H", "H"],
  "xyz": [[-1.526, 0.404, -0.445], [-0.132, -0.108, -0.064], [0.740, -0.403, -1.380], [0.827, 0.866, 0.377], [0.517, 0.379, 2.338], [0.107, -0.817, 2.038], [-0.196, -1.230, 0.845], [-2.121, -0.432, -0.830], [-1.473, 1.184, -1.215], [-2.050, 0.811, 0.427], [0.935, 0.447, -2.062], [1.687, -0.905, -1.149], [0.080, -1.093, -1.880], [1.824, 0.521, 0.588], [0.752, 1.865, -0.084], [0.000, -1.558, 2.849]],
  "e_lumo_ev": 0.075,
  "orbital_gap_ev": 9.14
}

{
  "formula": "C5H6CsMgO4",
  "method": "the ωB97M-V functional and the def2-TZVPD basis",
  "species": ["O", "C", "O", "O", "C", "Cs", "H", "H", "C", "C", "H", "H", "Mg", "O", "C", "H", "H"],
  "xyz": [[-3.093, -1.011, -1.157], [-2.423, -0.437, -0.258], [-2.930, -0.091, 0.839], [-1.100, -0.410, -0.437], [-0.181, 0.536, 0.145], [-7.879, -1.052, -0.202], [-0.828, 0.828, 1.001], [0.267, 1.466, 0.539], [1.317, 0.672, -1.124], [1.420, -0.414, -0.162], [1.007, 1.682, -1.420], [1.506, 0.268, -2.133], [3.940, 1.183, 0.131], [3.271, -0.099, 1.353], [2.096, -0.729, 1.046], [2.217, -1.611, -0.058], [1.392, -0.782, 1.898]],
  "e_lumo_ev": [-1.756, -1.756],
  "s2": 0.83,
  "multiplicity": 2,
  "orbital_gap_ev": [3.00, 3.27]
}

It is found that the relative energy (zero: lowest compared OMol25 entry of this formula, charge and spin) values, taken in the order of the records, are 326.4; 1319.9 kJ/mol.
It is found that the E values, taken in the order of the records, are -325.8132; -714.7934 hartree.